(1)
ORCA calculation (ωB97M-V/def2-TZVPD) on a molecular structure, C41H53N3O3SeTi in a non-equilibrium geometry.

- ⟨S²⟩: 0.756
- M: 762.72 Da
- Gap between HOMO and LUMO (alpha / beta): 7.37 / 7.42 eV
- Largest force on an atom: 3.706 eV/Å
- LUMO (alpha / beta): -3.16 / -3.42 eV

```
! wB97M-V def2-TZVPD RIJCOSX def2/J DEFGRID3
* xyz 1 2
Ti -1.3119 1.8595 0.0627
C -2.9976 -3.6034 4.6269
C -1.6690 -2.8999 4.9145
C -1.6566 -2.4800 6.3913
C -0.5337 -3.9007 4.6496
C -1.4681 -1.6674 4.0411
C -2.4021 -1.2447 3.1012
C -2.1284 -0.1287 2.3334
Se -3.3305 0.5132 0.9288
C -2.8025 -0.8284 -0.3912
C -3.2699 -2.1236 -0.3462
C -2.8167 -3.0496 -1.2834
C -1.8987 -2.6126 -2.2320
C -1.4147 -1.3064 -2.3132
C -1.8930 -0.3852 -1.3693
O -1.5440 0.8988 -1.3265
C -0.4009 -0.9529 -3.4026
C -1.0600 -1.1941 -4.7688
C 0.8436 -1.8370 -3.2409
C 0.0723 0.5064 -3.3725
C -3.3345 -4.4800 -1.2185
C -2.7503 -5.3745 -2.3147
C -4.8616 -4.4571 -1.3751
C -2.9637 -5.0806 0.1457
C -0.9502 0.6227 2.4765
O -0.8166 1.6847 1.6867
C 0.0025 0.2134 3.4241
C -0.2958 -0.9231 4.1687
C 1.3270 0.9395 3.6590
C 2.4866 -0.0262 3.3818
C 1.3570 1.4233 5.1160
C 1.5360 2.1687 2.7666
H -3.0952 -4.4738 5.2713
H -3.0428 -3.9489 3.5965
H -3.8403 -2.9464 4.8261
H -1.8114 -3.3504 7.0246
H -2.4536 -1.7668 6.5876
H -0.7132 -2.0208 6.6740
H -0.6704 -4.7910 5.2589
H 0.4402 -3.4825 4.8867
H -0.5299 -4.2035 3.6050
H -3.3271 -1.7762 2.9438
H -3.9692 -2.4039 0.4269
H -1.5348 -3.3241 -2.9522
H -1.3644 -2.2289 -4.8863
H -0.3690 -0.9509 -5.5718
H -1.9425 -0.5665 -4.8740
H 0.6022 -2.8921 -3.3122
H 1.3110 -1.6576 -2.2729
H 1.5651 -1.6035 -4.0205
H -0.7609 1.1821 -3.5502
H 0.7974 0.6617 -4.1690
H 0.5529 0.7630 -2.4173
H -3.0105 -5.0057 -3.3037
H -3.1575 -6.3784 -2.2198
H -1.6684 -5.4495 -2.2328
H -5.1371 -4.0154 -2.3301
H -5.3345 -3.8805 -0.5852
H -5.2534 -5.4704 -1.3368
H -1.8839 -5.0887 0.2789
H -3.3243 -6.1038 0.2158
H -3.4061 -4.5146 0.9603
H 0.4315 -1.2533 4.8919
H 2.4474 -0.9011 4.0218
H 3.4347 0.4770 3.5561
H 2.4590 -0.3601 2.3448
H 1.2788 0.5964 5.8139
H 0.5270 2.1020 5.3006
H 2.2840 1.9529 5.3201
H 1.5210 1.9086 1.6987
H 2.5023 2.6157 2.9888
H 0.7751 2.9181 2.9705
C 6.2430 1.8460 -1.5771
C 5.3051 2.7929 -2.2592
C 5.6814 4.1026 -2.5330
C 4.8074 4.9768 -3.1466
C 3.5255 4.5659 -3.5061
N 2.7083 5.4955 -4.1758
C 1.4002 5.4468 -4.5478
O 0.9806 6.0337 -5.5160
N 0.5129 4.6819 -3.7671
C 0.3999 4.5842 -2.3995
C 1.2207 5.2768 -1.4931
C 0.9994 5.1103 -0.1332
C -0.0068 4.2760 0.3084
N -0.8161 3.6015 -0.5471
C -0.6042 3.7663 -1.8733
C 3.1468 3.2517 -3.2519
C 4.0301 2.3838 -2.6372
H 7.2349 2.2811 -1.4828
H 6.3218 0.9124 -2.1319
H 5.8769 1.6078 -0.5778
H 6.6755 4.4401 -2.2745
H 5.1216 5.9866 -3.3656
H 3.2268 6.1769 -4.7193
H -0.3368 4.4892 -4.2862
H 1.9672 5.9685 -1.8396
H 1.6077 5.6409 0.5830
H -0.2263 4.1624 1.3647
H -1.2966 3.2510 -2.5353
H 2.1794 2.8898 -3.5622
H 3.7304 1.3584 -2.4652
*
```

(2)
ORCA calculation (ωB97M-V/def2-TZVPD) on a molecular structure, C41H53O5PS2SeSr in a non-equilibrium geometry.

- M: 887.56 Da
- Gap between HOMO and LUMO: 6.01 eV
- Largest force on an atom: 3.964 eV/Å
- LUMO: 4.02 eV
- Energy above the lowest of the compared OMol25 structures with the same formula, charge and spin: 22.11 kcal per mole

```
! wB97M-V def2-TZVPD RIJCOSX def2/J DEFGRID3
* xyz -2 1
Sr 0.5071 -0.2736 -0.7397
C 2.0680 -6.7291 4.1325
C 2.6926 -5.4108 4.5896
C 4.2192 -5.5608 4.5294
C 2.2746 -5.1735 6.0480
C 2.2506 -4.2352 3.7200
C 1.4121 -4.3695 2.6207
C 1.0342 -3.2766 1.8571
Se -0.1490 -3.5326 0.3703
C -1.7519 -2.8747 1.2188
C -2.4032 -3.7211 2.1047
C -3.5130 -3.3161 2.8312
C -3.9476 -2.0028 2.6281
C -3.3459 -1.1165 1.7524
C -2.2085 -1.5460 0.9846
O -1.6246 -0.7620 0.1505
C -3.8354 0.3290 1.6194
C -2.7131 1.2911 2.0399
C -5.0403 0.6182 2.5171
C -4.2633 0.6271 0.1742
C -4.2484 -4.2150 3.8238
C -3.5923 -5.5904 3.9447
C -5.7011 -4.4163 3.3694
C -4.2480 -3.5714 5.2180
C 1.4778 -1.9575 2.1563
O 1.1183 -0.9602 1.4369
C 2.3425 -1.8144 3.2928
C 2.6908 -2.9408 4.0179
C 2.8688 -0.4230 3.6546
C 3.7726 -0.4531 4.8888
C 3.6934 0.1452 2.4884
C 1.6991 0.5241 3.9665
H 2.3912 -7.5403 4.7917
H 2.3672 -6.9837 3.1139
H 0.9773 -6.6846 4.1598
H 4.5590 -6.3901 5.1602
H 4.7154 -4.6501 4.8692
H 4.5435 -5.7503 3.5043
H 2.5506 -6.0269 6.6773
H 1.1947 -5.0276 6.1156
H 2.7544 -4.2835 6.4588
H 1.0292 -5.3409 2.3326
H -1.9966 -4.7169 2.2336
H -4.8052 -1.6635 3.1982
H -2.4837 1.1675 3.1018
H -3.0225 2.3299 1.8756
H -1.8029 1.1022 1.4740
H -4.8056 0.4713 3.5742
H -5.8977 -0.0118 2.2653
H -5.3422 1.6612 2.3843
H -3.4476 0.4411 -0.5200
H -4.5770 1.6735 0.0841
H -5.1089 -0.0077 -0.1073
H -3.5937 -6.1216 2.9908
H -4.1396 -6.1989 4.6708
H -2.5567 -5.5098 4.2809
H -5.7300 -4.8766 2.3796
H -6.2274 -3.4621 3.3062
H -6.2458 -5.0610 4.0683
H -3.2249 -3.3906 5.5526
H -4.7428 -4.2226 5.9469
H -4.7696 -2.6128 5.2157
H 3.3474 -2.8169 4.8723
H 4.6611 -1.0691 4.7279
H 3.2452 -0.8315 5.7688
H 4.1085 0.5641 5.1092
H 4.5538 -0.4956 2.2786
H 4.0693 1.1419 2.7494
H 3.1052 0.2206 1.5762
H 1.1398 0.1674 4.8368
H 1.0169 0.5868 3.1219
H 2.0811 1.5265 4.1928
C -0.4118 4.1677 0.4137
P 0.5461 2.8229 -0.4014
C 2.0610 3.7459 -0.8300
C 2.2327 4.4202 -2.0334
C 3.4283 5.0643 -2.3142
C 4.4646 5.0364 -1.3918
C 4.3038 4.3558 -0.1929
C 3.1123 3.7019 0.0807
C -0.4058 2.6588 -1.9900
C -1.2405 3.6582 -2.4910
C -2.0638 3.4490 -3.5876
C -2.0652 2.2210 -4.2318
C -1.2117 1.2242 -3.7874
C -0.3987 1.4411 -2.6892
H -1.4470 3.8602 0.5650
H -0.3787 5.1039 -0.1457
H 0.0385 4.3355 1.3935
H 1.4407 4.4094 -2.7720
H 3.5608 5.5622 -3.2668
H 5.4108 5.5110 -1.6225
H 5.1219 4.2992 0.5145
H 3.0157 3.1238 0.9932
H -1.2607 4.6286 -2.0084
H -2.7033 4.2515 -3.9360
H -2.7111 2.0530 -5.0850
H -1.1377 0.2700 -4.2939
H 0.3329 0.6689 -2.4839
O 4.3347 -0.1965 -2.6298
S 2.9530 0.2354 -2.6126
O 2.5087 0.5875 -1.2079
O 2.6441 1.3414 -3.5104
S 1.7072 -1.3812 -3.0501
*
```

(3)
ORCA calculation (ωB97M-V/def2-TZVPD) on a molecular structure, C41H54N10O6PbS2Si2Te.

- M: 1238.05 Da
- Gap between HOMO and LUMO: 6.89 eV
- Largest force on an atom: 0.882 eV/Å
- LUMO: -0.85 eV
- Energy above the lowest of the compared OMol25 structures with the same formula, charge and spin: 52.41 kcal per mole

```
! wB97M-V def2-TZVPD RIJCOSX def2/J DEFGRID3
* xyz 0 1
Pb -1.4155 0.7707 -0.2097
C 1.9834 0.3390 3.9218
C 0.9114 0.9830 3.0920
N -0.1838 0.4102 2.7749
N -0.4332 -0.8683 3.1476
C -1.6236 -1.4251 2.8849
N -1.7779 -2.7308 3.1009
S -2.9424 -0.5186 2.1257
C 1.0426 2.4033 2.6647
C 2.2272 3.1260 2.7610
C 2.2285 4.4676 2.3955
C 1.0506 5.0594 1.9835
C -0.0834 4.2541 1.9060
N -0.0812 2.9683 2.2063
H 1.6139 0.1690 4.9361
H 2.8651 0.9664 3.9930
H 2.2948 -0.6233 3.5110
H 0.3194 -1.4599 3.4944
H -0.9846 -3.3553 3.1016
H -2.6583 -3.1289 2.8065
H 3.1463 2.6708 3.1024
H 3.1465 5.0390 2.4452
H 0.9963 6.1017 1.7013
H -1.0383 4.6568 1.5932
N 3.4995 4.4985 -3.4973
C 2.1715 4.0867 -3.4710
C 1.5380 3.6669 -4.6422
C 0.2244 3.2320 -4.6155
C -0.4684 3.2098 -3.4174
C 0.1622 3.5796 -2.2399
C 1.4729 4.0132 -2.2616
S -2.1434 2.6029 -3.3660
O -2.9088 3.4542 -2.5038
O -2.6273 2.4467 -4.7027
N -1.9043 1.1824 -2.5493
C -1.2345 0.1815 -3.1838
N -1.1008 0.1115 -4.5200
C -0.5178 -0.9561 -5.0286
C 0.0182 -1.9725 -4.2469
C -0.0661 -1.7725 -2.8830
N -0.6854 -0.7345 -2.3437
H 3.8334 4.8218 -4.3895
H 3.7818 5.0904 -2.7339
H 2.0815 3.6892 -5.5796
H -0.2885 2.9150 -5.5140
H -0.3844 3.5456 -1.3042
H 1.9642 4.3091 -1.3420
H -0.4584 -0.9799 -6.1131
H 0.4815 -2.8511 -4.6709
H 0.4030 -2.4620 -2.1885
O -5.1021 1.8990 0.7787
C -4.1604 2.6556 0.5818
O -2.9402 2.3058 0.3707
C -4.3906 4.1565 0.6698
C -5.6100 4.6675 1.0921
C -5.8307 6.0395 1.1260
C -4.8232 6.9174 0.7695
C -3.5968 6.3962 0.3814
C -3.3783 5.0334 0.3151
N -2.5009 7.2941 0.0528
O -2.7665 8.4467 -0.2350
O -1.3633 6.8493 0.1072
H -6.3907 3.9763 1.3818
H -6.7880 6.4312 1.4424
H -4.9643 7.9883 0.7930
H -2.4555 4.6495 -0.0748
C 4.4409 -4.9579 2.9232
Si 2.7385 -4.3566 3.4553
C 1.6667 -5.7494 4.1488
C 2.9244 -3.0262 4.7851
C 1.8048 -3.6551 1.9656
Te 2.8106 -2.0751 0.8623
C 3.0949 -3.3045 -0.8740
Si 4.1980 -2.4024 -2.1287
C 5.8598 -2.0639 -1.2979
C 4.4337 -3.5434 -3.6109
C 3.3966 -0.7671 -2.6181
H 5.0538 -5.2289 3.7844
H 4.9638 -4.1751 2.3707
H 4.3695 -5.8362 2.2784
H 2.2048 -6.3084 4.9166
H 1.3720 -6.4544 3.3696
H 0.7580 -5.3566 4.6107
H 3.3810 -3.4502 5.6812
H 1.9599 -2.6064 5.0841
H 3.5669 -2.2119 4.4459
H 0.8247 -3.2746 2.2514
H 1.6282 -4.4455 1.2351
H 2.1138 -3.5264 -1.2960
H 3.5528 -4.2409 -0.5539
H 6.2629 -2.9654 -0.8322
H 5.7589 -1.3039 -0.5208
H 6.5945 -1.7045 -2.0205
H 4.8692 -4.4971 -3.3073
H 5.0998 -3.0937 -4.3493
H 3.4824 -3.7517 -4.1042
H 2.8884 -0.3040 -1.7686
H 2.6534 -0.9004 -3.4057
H 4.1414 -0.0585 -2.9847
C -5.5315 -1.2607 0.5861
C -4.6519 -2.3407 0.0293
C -5.2492 -3.4425 -0.5749
C -4.4988 -4.4656 -1.1255
C -3.1179 -4.4146 -1.0416
C -2.4823 -3.3499 -0.4208
C -0.9824 -3.3784 -0.2585
C -3.2427 -2.2817 0.1032
N -2.5157 -1.2042 0.6418
H -6.4975 -1.2713 0.0823
H -5.1114 -0.2625 0.4729
H -5.7156 -1.4257 1.6506
H -6.3306 -3.4800 -0.6341
H -4.9902 -5.3029 -1.6042
H -2.5239 -5.2211 -1.4570
H -0.5320 -4.0028 -1.0309
H -0.7180 -3.8138 0.7084
H -0.5639 -2.3751 -0.3071
*
```

(4)
ORCA calculation (ωB97M-V/def2-TZVPD) on a molecular structure, C41H54N5O2Zr.

- M: 740.14 Da
- Gap between HOMO and LUMO: 6.70 eV
- Largest force on an atom: 0.174 eV/Å
- LUMO: -8.69 eV
- Energy above the lowest of the compared OMol25 structures with the same formula, charge and spin: 0.00 kcal per mole

```
! wB97M-V def2-TZVPD RIJCOSX def2/J DEFGRID3
* xyz 3 1
Zr -1.0380 0.6501 0.5012
C 4.0398 -4.1973 1.8364
C 3.4689 -4.1487 0.4079
C 2.8048 -5.4946 0.0696
C 4.6066 -3.8893 -0.5780
C 2.4094 -3.0656 0.3584
C 1.2847 -3.1309 1.1884
C 0.3407 -2.1360 1.1527
N 0.4346 -1.0701 0.3322
C 1.5119 -0.9851 -0.4732
C 2.4951 -1.9552 -0.4828
C 1.5775 0.2500 -1.2886
C 2.5526 0.4741 -2.2401
C 2.5985 1.6747 -2.9505
C 1.6071 2.6123 -2.6437
C 0.6583 2.3293 -1.6942
N 0.6243 1.1659 -1.0096
C 3.6532 1.9758 -3.9970
C 2.9441 2.2241 -5.3397
C 4.6480 0.8275 -4.1598
C 4.4126 3.2439 -3.5695
H 4.8035 -4.9728 1.8887
H 3.2763 -4.4377 2.5770
H 4.5035 -3.2486 2.1116
H 3.5564 -6.2825 0.1072
H 2.3776 -5.4863 -0.9348
H 2.0210 -5.7569 0.7812
H 5.3314 -4.6988 -0.5065
H 5.1389 -2.9617 -0.3558
H 4.2551 -3.8626 -1.6120
H 1.1491 -3.9504 1.8799
H -0.5200 -2.1620 1.8078
H 3.3501 -1.8441 -1.1302
H 3.2894 -0.2876 -2.4386
H 1.5740 3.5696 -3.1443
H -0.1071 3.0524 -1.4472
H 2.3870 1.3435 -5.6643
H 3.6905 2.4478 -6.1013
H 2.2600 3.0722 -5.2923
H 4.1636 -0.0924 -4.4950
H 5.1987 0.6283 -3.2378
H 5.3812 1.0970 -4.9186
H 3.7588 4.1135 -3.4977
H 5.1749 3.4699 -4.3146
H 4.9127 3.1039 -2.6098
O -0.4591 2.7798 1.0561
C -1.2479 3.4757 2.0801
C -2.7076 3.2425 1.7912
C -3.2245 3.8863 0.5114
C -3.0916 3.1340 -0.7903
C -3.6947 3.6957 -1.9162
C -3.6657 3.0428 -3.1289
C -3.0322 1.8043 -3.2070
C -2.4548 1.3101 -2.0662
N -2.4615 1.9504 -0.8739
H 0.4743 2.8386 1.3237
H -0.9933 4.5333 2.0224
H -0.9632 3.0751 3.0524
H -3.2609 3.6523 2.6380
H -2.9314 2.1663 1.8195
H -2.7598 4.8685 0.3821
H -4.2901 4.0971 0.6270
H -4.1941 4.6507 -1.8171
H -4.1339 3.4803 -4.0008
H -2.9881 1.2427 -4.1290
H -1.9467 0.3488 -2.1008
C 2.7999 1.6433 4.6293
C 2.7589 1.5846 3.2220
C 1.6214 1.1676 2.5810
C 0.4545 0.7996 3.3025
C -0.7641 0.4115 2.6507
C -1.8252 0.0174 3.4427
C -1.7593 0.0215 4.8526
C -0.6158 0.4369 5.4717
C 0.5181 0.8353 4.7166
C 1.7071 1.2639 5.3563
H 3.7015 1.9726 5.1267
H 3.6391 1.8526 2.6518
H 1.6495 1.0668 1.4960
H -2.7557 -0.3187 2.9934
H -2.6134 -0.2957 5.4355
H -0.5574 0.4605 6.5529
H 1.7363 1.2860 6.4386
C -4.1750 -3.8922 0.2563
N -3.3135 -2.7784 -0.1586
C -2.1031 -3.1763 -0.8712
C -3.5573 -1.5097 0.1602
O -2.5579 -0.6759 0.2774
N -4.7933 -1.0605 0.3567
C -5.9743 -1.6521 -0.2865
C -5.0405 0.2133 1.0259
H -3.5293 -4.6741 0.6540
H -4.7402 -4.3011 -0.5800
H -4.8510 -3.5735 1.0429
H -2.3875 -3.8177 -1.7050
H -1.4354 -3.7351 -0.2155
H -1.5832 -2.3053 -1.2581
H -5.6769 -2.3136 -1.0932
H -6.5603 -0.8379 -0.7103
H -6.5943 -2.1914 0.4279
H -4.2724 0.4135 1.7657
H -5.9965 0.1480 1.5415
H -5.0876 1.0307 0.3032
*
```